A structure of composition C3H3Br2F, computed with ωB97M-V with the def2-TZVPD basis set.

Its HOMO energy (spin up / spin down) is -0.33030 / -0.29166 Ha. As for the gap between HOMO and LUMO (spin up / spin down): 9.21 / 6.75 eV. The relative energy (zero: lowest compared OMol25 entry of this formula, charge and spin) is 440.8 kJ/mol. The charge is 0.

```
9
Properties=species:S:1:pos:R:3:forces:R:3
C 0.11992 -0.25910 0.61631 1.36 1.26 2.79
C 0.29716 -0.99186 -0.37524 -0.07 0.21 -0.28
C 2.93932 0.13966 -0.81162 -0.14 -0.61 1.31
F 3.45964 0.21191 -2.01062 0.09 0.22 -0.16
Br 2.78548 1.80267 0.14348 0.15 0.09 -0.66
Br 3.87336 -1.13357 0.34104 -0.21 0.15 -0.61
H -0.60174 -0.39791 1.40305 -0.60 0.25 0.07
H 1.04614 0.31709 0.87682 -1.20 0.22 0.28
H 0.54332 -1.52646 -1.17911 0.63 -1.78 -2.74
```
Forces are in eV/Å.

=====

An isolated molecule of C6H11N5O2, computed with ωB97M-V with the def2-TZVPD basis set.

Its HOMO energy is -0.32262 Ha. As for the gap between HOMO and LUMO: 9.40 eV. The relative energy (zero: lowest compared OMol25 entry of this formula, charge and spin) is 492.9 kJ/mol. The charge is 0.

```
24
Properties=species:S:1:pos:R:3:forces:R:3
C -0.00810 -1.34710 -3.81558 0.25 -0.93 0.89
C 0.28537 -1.84284 -2.39612 1.84 -1.33 0.85
C -0.04203 -0.07287 0.75083 -0.90 -0.38 -1.06
C 0.24331 -1.37003 2.82831 2.35 -3.14 0.20
C -0.61491 1.22038 0.38851 1.24 2.31 0.66
C -0.24819 2.55290 1.03727 -1.93 -0.19 -3.38
H -1.04360 -1.09100 -3.71284 -0.93 -0.21 -1.02
H 0.29557 -2.13345 -4.59551 -0.83 1.22 1.23
H 0.47017 -0.40948 -3.99800 0.72 0.48 -0.25
H -0.24032 -2.78207 -2.20785 -0.59 0.27 0.20
H 1.34330 -2.18672 -2.30876 -0.33 0.71 0.15
H -0.54591 0.54440 2.48486 0.37 -0.81 0.69
H 0.18932 -1.19920 3.88249 -0.52 0.33 0.65
H 1.35884 -1.94484 2.82352 -2.85 1.81 -0.76
H -0.51054 -2.16616 2.53433 0.80 1.06 0.12
H 0.94366 1.94951 2.38548 1.56 -1.18 0.84
H 1.02857 3.71221 2.09578 -1.49 -2.92 0.47
N 0.14613 -1.06420 -0.03361 0.88 -1.26 -0.80
N 0.15064 -0.12149 2.13642 -0.27 0.27 -0.72
N -1.36843 1.47433 -0.63022 0.40 0.63 0.84
N -0.77284 3.52582 0.27954 0.48 -3.14 1.58
N 0.46284 2.76198 2.15019 1.28 4.17 0.09
O -0.02845 -0.81375 -1.43101 -0.49 1.03 0.41
O -1.49440 2.80367 -0.64802 -1.06 1.20 -1.89
```
Forces are in eV/Å.

=====

A structure of composition C8H4ErN2O5, computed with ωB97M-V with the def2-TZVPD basis set.

As for the spin multiplicity: 4. Its HOMO energy (spin up / spin down) is -0.77517 / -0.77519 Ha. The expectation value of S² is 3.75. As for the gap between HOMO and LUMO (spin up / spin down): 7.03 / 7.15 eV. The charge is +3.

```
20
Properties=species:S:1:pos:R:3:forces:R:3
O -4.81343 -2.07228 0.19816 2.63 0.88 0.00
C -3.73366 -1.70671 0.19657 -2.48 -0.82 -0.01
Er 0.94143 0.06467 0.11898 0.35 0.28 0.07
O -1.50248 2.65988 0.72789 4.13 -4.35 -1.07
C -0.71881 1.82610 0.52997 -4.79 5.01 1.33
C 1.00091 -2.36622 -0.59798 0.22 -5.90 -1.87
O 1.03057 -3.46902 -0.94223 -0.17 5.32 1.67
C -0.23814 0.38991 -2.01931 -3.26 0.97 -6.18
O -0.77951 0.57586 -3.03043 2.87 -0.97 5.37
C 0.31200 -0.59851 2.49875 -1.44 -1.40 5.40
O 0.01379 -0.88107 3.57566 1.35 1.28 -4.92
N 4.61576 1.42131 0.00629 -0.13 0.41 -0.17
C 4.38830 2.71404 -0.51052 -1.29 -1.77 0.50
C 3.02912 2.80499 -0.72101 0.93 -1.26 0.59
N 2.44862 1.58471 -0.33964 0.13 -0.07 0.08
C 3.44545 0.77381 0.09519 0.85 0.50 -0.07
H 5.53883 1.04415 0.27627 -0.58 0.26 -0.20
H 5.18702 3.40040 -0.66555 0.41 0.39 -0.09
H 2.44459 3.61472 -1.09540 -0.20 0.31 -0.16
H 3.33853 -0.28414 0.46829 0.47 0.95 -0.30
```
Forces are in eV/Å.

=====

A cluster of 2 separate species, C7H19PSi in total, computed with ωB97M-V with the def2-TZVPD basis set.

Its HOMO energy is -0.27220 Ha. As for the gap between HOMO and LUMO: 7.93 eV. The relative energy (zero: lowest compared OMol25 entry of this formula, charge and spin) is 60.3 kJ/mol. The charge is 0.

```
28
Properties=species:S:1:pos:R:3:forces:R:3
C 1.93267 1.00106 -1.92831 0.92 -1.70 -0.28
C -1.73225 -0.38546 -2.51906 1.63 1.65 -1.32
C -0.42673 2.22613 1.61950 2.40 -3.33 0.78
C -1.73549 -2.56315 2.15154 2.35 -1.02 0.13
C 1.58331 0.46216 -0.51043 -0.24 -0.42 -2.04
C -1.09414 -1.08086 -1.31747 -3.21 0.86 2.22
C -1.12430 1.60503 0.42543 2.50 1.41 -1.12
Si -0.19328 0.06071 -0.07398 -0.05 -2.64 0.48
P 0.09628 -1.94163 2.20641 -0.99 1.46 -0.88
H 1.44826 1.91988 -2.04988 -0.68 1.54 -0.50
H 3.04067 1.13827 -2.25375 -1.76 -0.40 1.10
H 1.47581 0.27913 -2.62995 0.39 0.46 -0.08
H -2.70253 0.17277 -2.56180 0.98 -0.09 1.27
H -0.84934 0.29766 -2.83164 -1.89 -0.60 -0.38
H -1.92647 -1.07339 -3.32512 0.41 -0.57 -0.42
H -0.59296 3.24293 1.91217 -0.35 0.33 0.11
H -0.39452 1.44937 2.46840 -0.74 1.55 -0.62
H 0.64154 2.04829 1.31622 -0.55 1.35 0.62
H -1.74222 -3.39777 2.94554 -0.43 1.15 -1.48
H -1.72812 -2.91135 1.08243 -1.08 0.11 1.34
H -2.37337 -1.73322 2.41161 -0.47 -0.08 -0.17
H 1.79767 1.14186 0.22659 0.99 2.02 1.70
H 2.22694 -0.34036 -0.28538 0.55 -1.38 0.29
H -0.44611 -1.83437 -1.64352 1.15 -1.11 -0.52
H -1.92071 -1.61702 -0.73208 1.13 0.52 -0.53
H -1.04806 2.35602 -0.39879 0.03 -0.64 0.10
H -2.11605 1.43269 0.51718 -3.31 -0.63 0.58
H 0.50671 -3.12632 1.54944 0.32 0.22 -0.39
```
Forces are in eV/Å.